Entry 1:
A molecular structure, C24H20ClGaNO2S5, computed with ωB97M-V/def2-TZVPD.

CARTESIAN COORDINATES (ANGSTROEM)
Ga1 0.255 -0.284 0.123
S1 -1.472 0.885 1.153
S2 -3.164 -0.150 0.540
S3 -2.592 -0.884 -1.287
S4 -1.051 -2.129 -0.743
C1 -1.118 -6.584 2.381
C2 -0.626 -5.301 3.063
C3 -1.791 -4.308 3.106
C4 -0.194 -5.620 4.502
C5 0.568 -4.734 2.295
C6 1.709 -5.534 2.087
C7 2.815 -5.076 1.402
C8 2.783 -3.781 0.886
S5 3.992 -2.894 0.021
C9 2.929 -1.513 -0.044
N1 1.769 -1.718 0.501
C10 1.656 -2.986 1.063
C11 0.559 -3.449 1.792
C12 2.579 0.548 -1.563
C13 3.213 1.721 -2.190
C14 2.495 2.594 -2.909
C15 1.046 2.542 -2.935
C16 0.379 1.645 -2.195
C17 1.056 0.529 -1.513
H1 -1.977 -6.987 2.923
H2 -0.347 -7.356 2.355
H3 -1.426 -6.375 1.354
H4 -2.633 -4.763 3.633
H5 -2.122 -4.032 2.102
H6 -1.523 -3.393 3.638
H7 -1.038 -6.020 5.070
H8 0.160 -4.715 5.002
H9 0.613 -6.356 4.523
H10 1.732 -6.544 2.479
H11 3.684 -5.708 1.265
H12 -0.292 -2.796 1.907
H13 4.273 1.879 -2.030
H14 2.994 3.432 -3.386
H15 0.508 3.329 -3.451
H16 -0.691 1.733 -2.048
Cl1 7.740 1.041 0.971
C18 6.125 0.623 0.436
C19 5.989 -0.116 -0.803
C20 4.791 -0.480 -1.261
C21 3.482 -0.181 -0.540
O1 1.840 -0.314 -2.411
C22 3.708 0.664 0.717
C23 2.658 1.055 1.521
O2 1.412 0.822 1.392
C24 5.040 0.996 1.132
H17 6.884 -0.348 -1.369
H18 4.690 -0.990 -2.214
H19 2.935 1.640 2.409
H20 5.154 1.567 2.048

Output
- electronic energy (Eh) = -5507.84451
- frontier orbital gap (eV) = 6.9
- charge = -1
- lowest unoccupied orbital energy (eV) = 2.3
- energy relative to the best compared isomer or geometry (same formula, charge and spin) (eV) = 2.8460

=====

Entry 2:
2 unconnected molecules or ions with the total composition C24H20N2O2S, computed with ωB97M-V/def2-TZVPD.

CARTESIAN COORDINATES (ANGSTROEM)
C1 -6.752 -1.201 -0.356
H1 -7.718 -1.362 -0.588
O1 -6.466 0.281 -0.366
C2 -5.312 0.643 -0.189
C3 -4.204 -0.266 -0.212
C4 -3.035 0.449 0.172
C5 -2.992 1.826 0.356
N1 -1.747 2.604 0.216
C6 -0.712 1.862 0.324
N2 -0.582 0.444 0.404
C7 -1.806 0.039 0.274
C8 -1.799 -1.556 0.129
H2 -0.651 -2.173 0.262
H3 -2.305 -1.977 1.054
H4 -2.064 -2.033 -0.858
S1 0.794 2.635 0.675
C9 1.988 1.030 0.612
C10 3.334 1.497 0.298
C11 4.522 1.165 0.922
C12 5.697 1.395 0.764
C13 5.954 2.123 -0.555
C14 4.841 2.709 -1.082
C15 3.644 2.439 -0.846
H5 2.772 2.744 -1.331
H6 5.167 3.390 -2.349
H7 7.107 2.376 -0.737
H8 6.545 0.778 1.250
H9 4.244 0.607 1.820
C16 1.410 0.161 -0.394
O2 1.206 0.510 -1.547
C17 1.788 -1.117 -0.229
C18 1.663 -1.796 0.975
C19 2.051 -3.058 1.336
C20 2.414 -4.024 0.240
C21 2.477 -3.434 -1.012
C22 2.219 -1.841 -1.197
H10 2.254 -1.608 -2.396
H11 2.824 -3.967 -1.575
H12 2.678 -4.886 0.454
H13 1.832 -3.385 2.406
H14 1.419 -1.252 2.088
H15 1.761 0.839 1.800
C23 -4.186 2.670 0.117
C24 -5.333 1.946 -0.058
H16 -6.310 2.704 -0.241
H17 -3.853 3.722 0.131
H18 -4.188 -1.273 -0.074
H19 -6.353 -1.861 0.511
H20 -6.234 -1.521 -1.401

Output
- electronic energy (Eh) = -1584.12783
- frontier orbital gap (eV) = 7.6
- lowest unoccupied orbital energy (eV) = -0.3
- energy relative to the best compared isomer or geometry (same formula, charge and spin) (eV) = 16.8433

=====

Entry 3:
A molecular structure, C24H20N3O2, computed with ωB97M-V/def2-TZVPD.

CARTESIAN COORDINATES (ANGSTROEM)
C1 5.749 1.642 2.928
O1 5.433 0.226 3.126
C2 4.135 -0.149 3.018
C3 3.844 -1.489 3.347
C4 2.533 -1.885 3.393
C5 1.462 -0.974 3.190
C6 0.152 -1.365 3.718
C7 -1.078 -0.654 3.303
C8 -2.258 -1.346 2.934
C9 -3.468 -0.665 2.874
C10 -3.462 0.731 3.096
O2 -4.711 1.258 3.020
C11 -5.659 0.177 2.729
C12 -4.861 -1.114 2.657
C13 -2.297 1.438 3.378
C14 -1.105 0.753 3.443
C15 1.802 0.238 2.575
C16 3.107 0.689 2.563
H1 6.841 1.659 3.121
H2 5.540 1.963 1.894
H3 5.214 2.269 3.657
H4 4.666 -2.130 3.581
H5 2.317 -2.896 3.763
H6 0.042 -2.444 3.630
H7 -2.235 -2.433 2.826
H8 -6.402 0.172 3.531
H9 -6.149 0.424 1.782
H10 -5.004 -1.599 1.703
H11 -5.195 -1.806 3.422
H12 -2.389 2.525 3.519
H13 -0.215 1.300 3.790
H14 1.035 0.921 2.203
H15 3.359 1.701 2.222
C17 0.236 -1.377 5.629
N1 -0.997 -1.943 6.167
N2 -2.116 -2.130 5.956
C18 1.333 -1.871 6.528
C19 2.446 -1.079 6.926
C20 3.606 -1.717 7.403
C21 3.647 -3.106 7.561
C22 4.846 -3.767 8.022
N3 5.810 -4.323 8.428
C23 2.500 -3.851 7.286
C24 1.344 -3.230 6.826
H16 0.132 -0.231 5.800
H17 2.455 -0.009 6.773
H18 4.498 -1.139 7.672
H19 2.510 -4.941 7.449
H20 0.464 -3.850 6.595

Output
- electronic energy (Eh) = -1240.92832
- frontier orbital gap (eV) = 5.8
- charge = +1
- lowest unoccupied orbital energy (eV) = -5.5

=====

Entry 4:
A molecular structure, C24H20N3ORhS2, computed with ωB97M-V/def2-TZVPD.

CARTESIAN COORDINATES (ANGSTROEM)
Rh1 0.694 0.580 1.201
C1 -1.916 -1.107 2.122
C2 -0.966 -1.214 0.955
N1 0.219 -1.686 1.184
N2 0.923 -2.210 0.116
C3 2.076 -1.747 -0.143
S1 2.722 -0.267 0.557
S2 3.070 -2.623 -1.331
C4 2.206 -2.170 -2.878
C5 2.655 -0.883 -3.506
C6 3.674 -0.906 -4.454
C7 4.127 0.267 -5.037
C8 3.560 1.482 -4.683
C9 2.536 1.512 -3.748
C10 2.083 0.339 -3.164
C11 -1.503 -0.920 -0.401
C12 -2.421 -1.772 -0.998
C13 -2.930 -1.495 -2.256
C14 -2.529 -0.345 -2.921
C15 -1.626 0.528 -2.340
C16 -1.106 0.258 -1.071
O1 -0.266 1.117 -0.510
H1 -1.705 -1.900 2.839
H2 -2.939 -1.201 1.763
H3 -1.848 -0.151 2.635
H4 1.133 -2.207 -2.680
H5 2.453 -3.001 -3.540
H6 4.125 -1.852 -4.730
H7 4.924 0.231 -5.769
H8 3.913 2.399 -5.136
H9 2.081 2.454 -3.469
H10 1.277 0.391 -2.446
H11 -2.729 -2.669 -0.474
H12 -3.635 -2.173 -2.716
H13 -2.925 -0.126 -3.904
H14 -1.310 1.429 -2.847
C17 0.842 2.235 2.783
C18 -0.248 1.807 3.563
C19 -0.087 0.824 4.580
C20 -1.157 0.395 5.323
C21 -2.431 0.936 5.099
C22 -2.617 1.914 4.106
C23 -1.555 2.334 3.350
C24 -3.539 0.492 5.869
N3 -4.439 0.133 6.487
H15 1.848 2.030 3.135
H16 0.718 3.093 2.129
H17 0.896 0.406 4.751
H18 -1.027 -0.358 6.088
H19 -3.605 2.322 3.943
H20 -1.698 3.075 2.574

Output
- electronic energy (Eh) = -2072.84699
- <S²> = 6.055
- 2S+1 = 5
- frontier orbital gap (alpha / beta) (eV) = 8.0 / 5.3
- lowest unoccupied orbital energy (alpha / beta) (eV) = 0.1 / -2.8

=====

Entry 5:
A molecular structure, C24H21B3CdN3O24, computed with ωB97M-V/def2-TZVPD.

CARTESIAN COORDINATES (ANGSTROEM)
Cd1 0.252 0.453 0.033
O1 0.735 -7.705 1.045
C1 1.346 -6.672 1.159
O2 0.972 -5.511 0.719
B1 2.152 -4.605 0.659
O3 3.124 -5.186 1.593
C2 2.704 -6.439 1.877
O4 3.275 -7.318 2.470
O5 1.777 -3.270 1.140
C3 1.854 -2.414 0.146
O6 1.466 -1.234 0.178
C4 2.486 -3.197 -1.050
O7 2.663 -4.474 -0.714
O8 2.728 -2.678 -2.101
O9 -1.529 5.559 -5.351
C5 -0.500 5.001 -5.010
O10 -0.388 3.700 -4.832
B2 0.944 3.371 -4.331
O11 1.728 4.615 -4.548
C6 0.894 5.603 -4.901
O12 1.175 6.768 -4.974
O13 0.771 3.063 -2.859
C7 1.342 1.903 -2.556
O14 1.428 1.395 -1.447
C8 1.736 1.250 -3.891
O15 1.449 2.103 -4.831
O16 2.265 0.173 -3.946
O17 -0.906 -0.706 -1.229
C9 -1.426 -1.705 -1.722
O18 -2.451 -2.364 -1.282
B3 -2.749 -3.522 -2.179
O19 -1.816 -3.340 -3.336
C10 -1.021 -2.327 -3.114
O20 -0.096 -1.960 -3.793
O21 -4.166 -3.677 -2.601
C11 -4.582 -4.908 -2.429
O22 -5.585 -5.408 -2.822
C12 -3.461 -5.642 -1.634
O23 -2.435 -4.775 -1.468
O24 -3.384 -6.825 -1.418
C13 -1.587 -3.010 4.368
C14 -0.987 -1.757 4.939
C15 -1.468 -0.418 4.324
C16 -1.280 -0.322 2.849
N1 -1.111 -0.267 1.719
H1 -1.574 -3.001 3.278
H2 -2.619 -3.194 4.675
H3 -1.041 -3.853 4.792
H4 0.068 -1.837 4.664
H5 -0.979 -1.713 6.027
H6 -0.963 0.491 4.656
H7 -2.535 -0.291 4.514
C17 -1.860 5.532 -1.494
C18 -3.098 4.662 -1.796
C19 -3.191 3.569 -0.743
C20 -1.951 2.852 -0.431
N2 -0.981 2.264 -0.209
H8 -1.684 6.206 -2.334
H9 -1.031 4.831 -1.613
H10 -1.839 6.050 -0.537
H11 -2.877 4.249 -2.780
H12 -3.919 5.373 -1.868
H13 -3.873 2.778 -1.063
H14 -3.532 3.964 0.216
C21 4.877 2.324 3.087
C22 3.687 3.139 3.593
C23 2.311 2.397 3.704
C24 1.868 1.801 2.439
N3 1.532 1.350 1.440
H15 5.305 2.694 2.156
H16 4.585 1.297 2.864
H17 5.679 2.340 3.825
H18 3.590 4.016 2.952
H19 3.796 3.516 4.610
H20 1.566 3.152 3.964
H21 2.346 1.722 4.559

Output
- electronic energy (Eh) = -3140.23557
- frontier orbital gap (eV) = 8.2
- charge = -1
- lowest unoccupied orbital energy (eV) = 0.8
- energy relative to the best compared isomer or geometry (same formula, charge and spin) (eV) = 0.0000

=====

Entry 6:
A molecular structure, C24H21BBrF4N4ReSi, computed with ωB97M-V/def2-TZVPD.

CARTESIAN COORDINATES (ANGSTROEM)
Re1 -0.007 -0.902 2.190
N1 -2.509 -2.957 4.718
C1 -3.068 -3.497 3.585
C2 -2.469 -2.896 2.525
N2 -1.540 -1.995 2.990
C3 -1.588 -2.053 4.333
C4 -0.615 -1.258 5.009
N3 0.283 -0.659 4.215
C5 1.135 0.042 5.030
C6 0.743 -0.135 6.321
N4 -0.360 -0.957 6.295
H1 -2.747 -3.202 5.663
H2 -3.822 -4.262 3.619
H3 -2.637 -3.048 1.473
H4 1.954 0.622 4.641
H5 1.153 0.249 7.237
H6 -0.887 -1.251 7.100
F1 0.513 1.556 2.363
B1 1.855 1.443 1.888
F2 1.856 -0.055 1.618
F3 2.774 1.686 2.856
F4 2.041 2.079 0.708
C7 4.782 0.734 -1.515
C8 4.081 -0.377 -1.066
C9 2.723 -0.484 -1.305
C10 2.044 0.534 -1.980
C11 2.759 1.649 -2.427
C12 4.121 1.742 -2.202
Si1 0.216 0.459 -2.252
C13 -0.845 1.924 -1.838
C14 -0.953 2.375 -0.520
C15 -1.717 3.489 -0.218
C16 -2.387 4.165 -1.229
C17 -2.282 3.731 -2.543
C18 -1.518 2.618 -2.850
C19 -0.489 -0.782 -3.432
C20 -1.876 -0.959 -3.481
C21 -2.431 -1.890 -4.340
C22 -1.609 -2.642 -5.171
C23 -0.232 -2.473 -5.135
C24 0.327 -1.552 -4.264
H7 5.844 0.817 -1.328
H8 4.593 -1.156 -0.517
H9 2.183 -1.353 -0.954
H10 2.245 2.448 -2.950
H11 4.665 2.611 -2.547
H12 -0.435 1.857 0.275
H13 -1.777 3.830 0.806
H14 -2.988 5.033 -0.993
H15 -2.793 4.268 -3.332
H16 -1.441 2.286 -3.879
H17 -2.515 -0.372 -2.831
H18 -3.503 -2.033 -4.367
H19 -2.051 -3.361 -5.848
H20 0.403 -3.054 -5.789
H21 1.404 -1.430 -4.229
Br1 -0.608 -1.200 -0.126

Output
- electronic energy (Eh) = -4512.32069
- <S²> = 0.768
- 2S+1 = 2
- frontier orbital gap (alpha / beta) (eV) = 7.1 / 6.6
- charge = +1
- lowest unoccupied orbital energy (alpha / beta) (eV) = -3.4 / -3.6
- energy relative to the best compared isomer or geometry (same formula, charge and spin) (eV) = 1.1385

=====

Entry 7:
A molecular structure, C24H21ClEuO2P, computed with ωB97M-V/def2-TZVPD.

CARTESIAN COORDINATES (ANGSTROEM)
C1 -1.009 -1.796 4.402
C2 -0.924 -2.218 3.036
C3 0.464 -2.263 2.680
H1 -1.782 -2.501 2.432
C4 1.240 -1.898 3.831
C5 0.320 -1.601 4.900
H2 0.591 -1.304 5.915
H3 -1.940 -1.707 4.975
H4 0.860 -2.505 1.686
H5 2.316 -1.740 3.879
Eu1 0.173 0.464 2.934
Cl1 2.454 1.131 1.892
P1 0.189 0.257 -0.380
C6 1.275 -0.833 -1.402
C7 0.847 -1.533 -2.545
H6 -0.203 -1.509 -2.853
C8 1.766 -2.255 -3.309
H7 1.422 -2.773 -4.209
C9 3.109 -2.311 -2.930
H8 3.824 -2.879 -3.529
C10 3.538 -1.644 -1.774
H9 4.588 -1.681 -1.482
C11 2.622 -0.929 -1.005
H10 2.930 -0.415 -0.089
C12 -1.439 -0.186 -1.118
C13 -2.069 -1.343 -0.615
H11 -1.575 -1.926 0.170
C14 -3.299 -1.750 -1.126
H12 -3.784 -2.644 -0.727
C15 -3.911 -1.020 -2.154
H13 -4.875 -1.342 -2.553
C16 -3.287 0.121 -2.663
H14 -3.745 0.689 -3.476
C17 -2.066 0.551 -2.136
H15 -1.596 1.455 -2.532
C18 0.500 1.883 -1.196
C19 1.216 2.041 -2.395
H16 1.665 1.176 -2.892
C20 1.356 3.308 -2.967
H17 1.891 3.411 -3.915
C21 0.820 4.430 -2.331
H18 0.938 5.420 -2.775
C22 0.138 4.285 -1.117
H19 -0.281 5.158 -0.618
C23 -0.014 3.022 -0.546
H20 -0.531 2.907 0.413
O1 -1.168 0.599 6.170
C24 -1.190 1.680 5.560
O2 -0.929 1.951 4.314
H21 -1.432 2.564 6.167

Output
- electronic energy (Eh) = -2589.55872
- <S²> = 12.036
- 2S+1 = 7
- frontier orbital gap (alpha / beta) (eV) = 6.3 / 8.3
- lowest unoccupied orbital energy (alpha / beta) (eV) = -2.1 / -0.2

=====

Entry 8:
A molecular structure, C24H21IrN6OS5Sb, computed with ωB97M-V/def2-TZVPD.

CARTESIAN COORDINATES (ANGSTROEM)
Ir1 -0.896 -2.141 -0.725
C1 4.950 -2.406 -2.201
C2 4.575 -1.962 -0.789
N1 3.789 -0.747 -0.757
C3 4.486 0.525 -0.744
C4 4.628 1.140 -2.135
C5 2.448 -0.743 -0.824
S1 1.676 -2.297 -0.913
N2 1.866 0.437 -0.774
C6 0.583 0.722 -0.978
O1 -0.315 -0.063 -1.358
C7 0.235 2.157 -0.813
C8 1.202 3.154 -0.733
C9 0.822 4.480 -0.638
C10 -0.521 4.827 -0.611
C11 -1.488 3.837 -0.695
C12 -1.111 2.514 -0.796
H1 5.530 -3.322 -2.145
H2 5.546 -1.650 -2.706
H3 4.049 -2.596 -2.777
H4 5.478 -1.789 -0.196
H5 3.999 -2.757 -0.307
H6 5.473 0.367 -0.306
H7 3.909 1.204 -0.110
H8 5.270 0.538 -2.772
H9 5.057 2.136 -2.053
H10 3.654 1.214 -2.608
H11 2.247 2.888 -0.782
H12 1.576 5.253 -0.596
H13 -0.813 5.865 -0.540
H14 -2.537 4.098 -0.694
H15 -1.859 1.743 -0.892
S2 -5.191 1.348 4.742
N3 -3.910 0.349 4.844
C13 -3.487 0.081 3.618
C14 -2.356 -0.726 3.272
C15 -1.543 -1.347 4.213
C16 -0.433 -2.044 3.772
C17 -0.153 -2.066 2.413
N4 -0.925 -1.510 1.494
C18 -2.057 -0.876 1.891
C19 -2.950 -0.378 0.890
N5 -2.774 -0.772 -0.390
C20 -3.541 -0.287 -1.342
C21 -4.544 0.650 -1.102
C22 -4.801 1.027 0.203
C23 -4.026 0.490 1.227
C24 -4.271 0.728 2.613
N6 -5.245 1.469 3.124
H16 -1.789 -1.267 5.261
H17 0.217 -2.549 4.467
H18 0.737 -2.563 2.053
H19 -3.347 -0.641 -2.346
H20 -5.105 1.059 -1.925
H21 -5.594 1.718 0.446
S3 -0.932 -6.531 -2.652
Sb1 -2.471 -4.914 -2.017
S4 -1.487 -2.846 -2.946
S5 -1.531 -4.231 0.147

Output
- electronic energy (Eh) = -3666.48889
- <S²> = 8.783
- 2S+1 = 6
- frontier orbital gap (alpha / beta) (eV) = 4.7 / 5.9
- lowest unoccupied orbital energy (alpha / beta) (eV) = -1.2 / -2.0
- energy relative to the best compared isomer or geometry (same formula, charge and spin) (eV) = 0.6079

=====

> Number 1 is which compound?

C24H20ClGaNO2S5